Record 1
C58H71KN14O4PS3 | wB97M-V/def2-TZVPD

The value obtained for the orbital gap is 4.951 eV. The LUMO energy comes out at 1.1 eV. The spin multiplicity is 1. For the total energy, the calculation gives -148475.298 eV. The total charge is -1.

XYZ file:
```
152
Properties=species:S:1:pos:R:3:forces:R:3
H -2.64164 1.09593 -5.40940 -0.004 0.077 -0.046
H -3.20912 0.54465 6.43357 -0.012 0.001 -0.023
C 1.04959 -4.93733 -8.05731 -0.016 -0.016 -0.024
C 5.07802 1.41439 0.54611 -0.028 -0.048 -0.019
N -0.24566 -0.15116 2.96572 -0.209 -0.062 0.154
C -1.57856 3.35616 -8.95148 -0.006 0.009 -0.005
C 4.83640 3.33458 -1.45609 -0.011 0.005 0.016
C 0.18660 -1.39230 3.16497 0.050 0.097 0.202
C -0.84171 4.54792 0.61081 0.288 -0.020 -0.051
H -2.64223 -1.48039 3.55793 0.004 -0.004 -0.005
C 0.17657 2.86491 -6.83393 0.016 -0.035 0.002
N -3.43391 0.60710 -5.01675 0.015 0.083 0.111
N 0.50330 4.66956 0.47609 0.010 -0.006 -0.020
H -0.92457 -5.76590 -8.19281 -0.003 0.014 -0.008
H 2.89828 -3.68663 -0.78001 0.011 0.020 -0.006
H -5.42056 0.27364 1.12007 -0.021 -0.003 -0.040
H 6.44900 4.36092 -0.46817 0.005 -0.008 -0.005
H -2.00533 -1.55528 -2.11674 -0.047 0.033 -0.031
S -0.32133 1.12096 -3.52767 -0.163 -0.167 -0.041
H -1.77146 -2.03127 4.96651 -0.006 -0.026 0.012
N -5.12008 3.88375 2.68407 -0.108 0.073 -0.035
C -4.26051 -2.35504 -3.28643 0.214 0.156 0.463
C 3.98523 2.23796 -1.45913 0.054 -0.037 0.060
C 2.26271 -3.25655 -0.01871 -0.073 -0.043 0.065
C -4.67590 1.20133 3.45283 -0.181 -0.057 0.001
C 5.79778 3.49473 -0.46928 0.018 0.038 0.006
C 1.30857 -3.99458 0.66539 0.067 0.062 -0.005
H -4.06440 4.69104 1.05995 -0.007 -0.042 -0.005
H -3.10729 4.17489 3.06143 0.013 -0.080 0.069
C 0.25782 -3.94515 -5.58980 -0.020 0.008 0.030
C 2.52569 0.69743 -6.26657 0.147 -0.063 -0.001
H -3.47277 2.21881 -2.21012 -0.055 -0.001 -0.110
H -2.38768 2.86061 6.74838 0.000 0.010 -0.008
S 0.99488 -1.69557 -2.87238 -0.021 0.078 0.014
H 0.43243 2.60379 2.30960 0.027 0.001 -0.006
C -4.85040 3.95485 1.24027 0.147 -0.054 -0.170
H 6.64688 2.64730 1.30686 -0.013 -0.026 0.016
H 1.55268 1.65328 3.26504 -0.005 0.000 -0.019
H 3.10398 2.76017 -3.34664 -0.014 0.023 0.011
C -2.47618 -1.27581 4.62013 -0.010 0.031 -0.054
H -4.36274 0.18456 3.21823 0.058 0.025 0.001
H 5.54747 -0.56027 1.24140 -0.006 -0.005 0.024
C 0.55985 5.81149 2.55367 -0.069 0.048 -0.011
H 4.73735 4.08027 -2.24001 -0.012 -0.004 -0.005
P -4.30808 2.34569 0.45541 -0.246 -0.053 0.203
C 2.51577 -2.86044 -5.23039 0.005 -0.041 0.089
H 2.93867 -4.01079 -7.64988 0.004 0.005 0.015
H -2.74799 1.86101 3.76319 -0.080 0.091 -0.023
C -0.94879 2.70277 5.14928 -0.007 0.051 0.058
H 1.16446 3.32558 3.74357 -0.010 -0.003 -0.026
O 4.51740 -1.64154 -0.75861 -0.008 -0.135 0.144
N 3.18914 0.22036 -0.39766 -0.679 0.104 0.266
C -6.19502 2.95233 2.98945 0.139 -0.081 -0.026
C 0.58497 -3.38996 1.68033 0.065 -0.064 0.007
C 2.68013 5.36278 1.24801 -0.085 -0.054 0.026
C -3.03295 1.89081 1.73771 0.178 -0.083 -0.192
C -0.63918 1.85200 -7.32526 -0.007 -0.007 -0.032
H -1.65916 -3.98952 -1.21603 0.076 -0.002 -0.044
C 5.90285 2.52924 0.52476 0.006 0.021 -0.047
N -4.50646 0.13862 -2.99472 0.380 0.010 0.600
C 4.09265 1.24929 -0.45858 0.354 -0.084 -0.120
H 2.54172 -3.18803 -4.19359 0.046 -0.006 -0.008
H -2.25161 3.54616 -9.77751 -0.008 -0.005 0.011
C 2.41392 -1.91496 0.30352 0.203 0.083 0.048
C 5.18728 0.39150 1.63943 0.033 0.025 -0.035
C -2.42003 0.93137 5.79528 0.138 -0.009 0.061
H 1.14915 -5.03945 0.42333 -0.015 -0.002 0.007
C -0.82594 0.56357 3.99416 0.010 -0.154 0.186
H -4.65694 -2.39852 -1.15368 -0.026 -0.111 0.012
C -3.84395 -2.69589 -1.82514 0.049 0.300 -0.238
H 1.93861 2.28900 -2.09182 -0.034 -0.023 -0.040
C -1.89081 0.09425 4.81052 0.116 -0.089 0.030
H -6.44748 3.04099 4.04994 0.016 -0.006 0.004
C -5.11626 -1.08676 -3.44360 0.057 -0.494 -0.014
H -5.43918 -0.95471 -4.47965 -0.060 -0.080 0.036
C 3.49519 -1.06024 -0.33993 0.226 0.313 -0.499
C -0.62819 -4.67962 -6.36286 0.016 0.010 -0.011
C 0.88726 0.50996 -4.47581 -0.427 0.530 -0.176
H -2.74105 0.83127 1.67675 -0.278 0.240 -0.117
H -4.23580 0.16826 -1.98547 0.010 0.031 0.081
C -1.50837 2.09414 -8.38179 -0.028 0.010 0.018
S -1.69799 3.78936 -0.67450 -0.098 -0.043 -0.145
C 1.38201 -0.90165 -4.25631 0.237 -0.574 0.340
H 3.00635 4.66602 0.47816 0.017 0.007 -0.001
C -3.92914 3.54167 3.39886 -0.013 0.208 0.000
H 5.87042 0.73068 2.42016 -0.010 0.003 0.011
H -0.58112 3.71599 5.27530 0.029 -0.006 -0.019
H 2.91046 1.04731 -2.86834 -0.005 -0.004 0.022
H 1.36525 -5.32820 -9.01645 0.011 0.007 0.002
N -1.50793 4.96286 1.71429 0.008 0.019 -0.071
H 0.72029 4.92890 -7.02462 0.004 -0.004 -0.008
C 1.55223 -3.69332 -6.04606 0.019 0.048 -0.068
H 2.95974 6.37645 0.95030 0.031 -0.007 -0.003
C -0.23512 -5.18025 -7.59807 -0.005 -0.005 0.025
N -3.52233 2.11513 3.13282 0.053 -0.120 0.103
H -2.14363 2.50307 1.59119 -0.096 0.111 0.040
H -4.86392 1.29309 4.52357 0.053 0.022 -0.007
O -2.58505 -1.37066 1.00759 0.121 -0.170 -0.127
O 0.23381 -2.04906 4.21996 -0.063 -0.018 -0.041
C 1.93375 -4.19459 -7.28546 0.002 -0.017 -0.004
H -6.01209 -1.22699 -2.83531 -0.082 0.073 -0.099
H -2.51039 2.53909 -3.57767 0.086 -0.029 -0.084
C -1.96544 2.23086 5.97433 -0.021 -0.056 0.027
K -0.06610 0.18205 0.35792 -0.259 0.954 -0.829
C -0.77641 4.37608 -8.45652 -0.010 -0.017 -0.001
H -6.61679 1.53074 0.76861 -0.001 -0.013 0.007
C 0.76144 2.39985 3.33354 -0.039 -0.037 0.041
H -3.35673 -2.28446 -3.90181 0.005 -0.054 -0.049
H -1.69749 -3.18057 0.22114 0.035 0.070 0.009
H 3.19212 5.13215 2.18338 0.031 0.017 -0.009
H 3.15346 -1.19379 -7.03285 -0.004 -0.017 0.012
C -2.49004 -2.10269 -1.29858 -0.088 -0.047 0.086
H 3.47625 0.84870 -5.74207 -0.010 0.058 -0.010
H -3.47503 -0.36904 -5.25903 0.049 -0.002 0.027
H -1.62827 -4.87113 -5.99401 0.001 -0.014 0.005
C 0.81436 -2.04627 1.94880 0.305 -0.360 0.277
C 1.11666 2.62905 -5.67443 -0.129 0.129 0.052
H 4.20441 0.19968 2.07852 0.007 -0.011 0.009
H -4.08267 3.62905 4.47537 0.016 -0.087 0.014
C 2.29716 -0.76996 -6.50774 -0.004 0.099 -0.042
H -5.75602 4.29335 0.72938 -0.017 0.004 0.016
C -3.71989 0.91072 -3.72650 -0.206 0.227 -0.198
N -5.84730 1.56032 2.71258 -0.078 0.021 0.030
H -3.41846 -1.37382 5.16610 -0.015 0.034 -0.044
C 2.92848 2.07926 -2.50761 0.018 0.013 -0.014
C 0.09514 4.13002 -7.40730 0.007 0.003 0.001
H -0.82791 5.36552 -8.89249 0.006 -0.001 0.003
H -4.86684 -3.17878 -3.67240 0.063 -0.005 -0.078
N 2.15866 -1.44512 -5.23160 -0.273 0.162 -0.197
N 1.69705 -1.32160 1.25896 0.137 -0.612 0.291
H -0.13233 -3.93785 2.27742 0.024 0.020 0.039
H -0.04228 -3.56929 -4.61971 0.011 0.000 -0.003
N -1.55449 -3.08273 -0.77995 -0.127 -0.076 -0.085
N -3.32622 2.07036 -3.21277 0.201 -0.014 0.428
H 1.10995 6.33436 3.32415 0.006 -0.034 0.019
H -2.13201 1.29265 -8.75842 0.002 0.004 -0.008
H 1.41026 -0.91547 -7.13801 0.013 -0.048 0.000
H -0.58610 0.86346 -6.88362 0.034 -0.021 0.002
H -3.75384 -3.78104 -1.75061 -0.060 0.000 0.014
C -0.79664 5.59365 2.64558 0.065 0.013 -0.043
C 1.19105 5.27593 1.42550 0.019 0.074 0.002
O -3.20957 0.04732 -0.58845 -0.265 0.074 -0.275
C -2.77012 -1.06868 -0.17823 -0.396 -0.122 -0.315
H 2.55731 1.23034 -7.21732 -0.026 0.017 0.007
C -5.66619 1.32815 1.26997 0.165 0.014 -0.112
H -7.06770 3.21694 2.39149 -0.019 0.013 0.029
H 3.51806 -2.94144 -5.65467 0.024 -0.006 0.040
H 0.65382 2.99757 -4.75820 0.084 0.031 0.022
H 2.04936 3.17870 -5.82432 0.021 -0.060 -0.034
N 1.42957 1.22870 -5.47754 0.235 -0.204 0.217
C -0.37192 1.89338 4.18063 -0.005 0.029 -0.032
H -1.35522 5.93020 3.51707 0.014 0.013 0.026
```
Positions in Å, forces in eV/Å.

---

Record 2
N3O17S2Sn2 | wB97M-V/def2-TZVPD

The value obtained for the orbital gap is 1.247 eV. The LUMO energy comes out at 2.5 eV. The spin multiplicity is 1. For the total energy, the calculation gives -72587.290 eV. The total charge is -3.

XYZ file:
```
24
Properties=species:S:1:pos:R:3:forces:R:3
O 3.00184 -1.57203 1.11969 -3.825 -0.768 -0.782
O 3.74711 -1.01777 -4.20276 -0.340 -1.600 -3.813
O 5.26545 -3.53337 -4.25763 -4.437 -3.557 1.367
O -1.40170 -1.45078 -1.69971 -1.344 -0.525 -0.763
O 2.89693 -2.44176 -6.21832 0.679 1.016 1.154
O -9.11963 4.48266 2.65216 -2.249 -1.688 0.912
O -2.15652 2.80038 0.25662 -1.547 1.889 0.621
O -1.41098 5.92007 0.25558 -2.882 -1.383 0.811
O 3.36170 -1.33503 6.87529 -0.401 -0.058 -0.510
O 2.70445 -2.20490 5.01541 -2.066 -2.047 -1.204
O 4.14298 -0.61372 4.95382 -1.052 -0.665 0.845
O -2.90298 -1.63975 -3.40814 0.236 -1.513 0.472
S -7.80536 4.94376 2.47714 1.396 0.845 -0.510
N 1.74281 -1.61427 1.10714 0.492 -0.891 3.926
Sn 0.30522 -0.27767 -1.05369 -0.466 0.813 0.148
O 0.96920 -2.53612 1.55050 2.854 1.809 -2.187
Sn -3.00357 4.62449 0.69243 4.616 -0.759 -1.608
O -7.76177 6.10823 1.66399 0.917 0.869 -0.439
N -2.44518 -0.96460 -2.51663 2.445 -0.938 -0.218
S 3.89942 -1.60111 -5.57906 -0.274 0.410 2.945
O 1.09897 -0.43423 0.94217 0.052 -0.558 -1.547
O 4.22759 -4.41075 -3.86365 4.362 3.730 -1.721
O -2.70298 0.16709 -2.36659 -0.791 2.833 1.011
N 3.34701 -1.39881 5.60424 3.625 2.736 1.088
```
Positions in Å, forces in eV/Å.

---

Record 3
H4N2O | wB97M-V/def2-TZVPD

The value obtained for the orbital gap is 10.030 eV. The LUMO energy comes out at 0.6 eV. The spin multiplicity is 1. For the total energy, the calculation gives -5090.522 eV.

XYZ file:
```
7
Properties=species:S:1:pos:R:3:forces:R:3
H -1.00667 1.24923 0.00188 -0.806 -0.675 0.227
H 2.09439 -0.74688 0.23674 0.286 -1.694 0.230
N -1.67972 0.42045 -0.01046 1.238 -0.600 -0.445
H -0.03070 -0.37895 0.14149 -0.107 -0.672 -0.463
O 1.96230 0.10811 -0.11989 -0.691 -0.016 -1.804
H 2.15636 0.64148 0.60911 0.549 1.742 1.661
N -1.02197 -0.65328 0.00616 -0.470 1.916 0.593
```
Positions in Å, forces in eV/Å.